Molecular formula: C24H25MnN12P
Method: DFT, the ωB97M-V functional and the def2-TZVPD basis

Structure (XYZ):
```
63
Properties=species:S:1:pos:R:3:forces:R:3
Mn 0.1536 -0.2648 0.2702 0.282 0.512 -0.469
C 1.5351 2.5345 -4.2751 -0.008 -0.134 0.066
N 1.4008 1.3977 -3.3582 -0.010 0.035 -0.112
C 1.8553 0.1304 -3.6011 0.002 0.089 -0.002
C 1.5178 -0.6178 -2.5121 -0.112 -0.010 -0.014
N 0.8654 0.1803 -1.6151 0.095 -0.144 0.337
C 0.8043 1.3932 -2.1451 0.055 0.034 -0.048
P -0.0060 2.8234 -1.3567 -0.023 0.181 -0.055
C -1.5155 1.9278 -0.8738 -0.042 0.038 0.016
N -1.5174 0.7596 -0.2456 -0.043 -0.295 -0.001
C -2.8172 0.3301 -0.1939 0.053 0.081 0.075
C -3.6106 1.2772 -0.7672 0.043 0.061 -0.122
N -2.7768 2.2741 -1.2045 -0.102 0.064 -0.029
C -3.2035 3.4837 -1.9170 0.023 -0.124 0.088
C 0.8528 2.6842 0.2395 0.136 -0.001 -0.101
N 1.0250 1.5416 0.8870 -0.033 -0.140 0.078
C 1.7670 1.8302 2.0011 -0.076 -0.031 -0.040
C 2.0379 3.1660 2.0206 0.064 0.035 -0.129
N 1.4683 3.6938 0.8943 -0.069 0.146 0.104
C 1.5440 5.1016 0.4920 0.000 -0.123 0.058
H 1.9788 2.1704 -5.1964 0.002 0.017 -0.014
H 2.1817 3.2959 -3.8463 0.000 0.007 0.018
H 0.5580 2.9552 -4.4968 -0.008 0.017 0.007
H 2.3572 -0.1285 -4.5175 0.003 0.005 0.016
H 1.6602 -1.6718 -2.3456 0.012 0.019 0.031
H -3.0878 -0.6222 0.2293 0.013 0.013 0.017
H -4.6756 1.3194 -0.9164 0.010 0.005 -0.003
H -4.2800 3.4360 -2.0474 -0.004 0.003 -0.006
H -2.7308 3.5299 -2.8947 0.008 0.010 -0.006
H -2.9560 4.3702 -1.3388 0.016 0.010 0.001
H 2.0636 1.0806 2.7151 -0.031 0.001 -0.002
H 2.5842 3.7727 2.7222 -0.003 -0.007 -0.015
H 1.8216 5.6874 1.3628 0.002 0.018 -0.001
H 0.5759 5.4413 0.1357 -0.014 -0.007 -0.019
H 2.2939 5.2360 -0.2841 0.005 -0.006 -0.012
N 3.3504 -2.7056 1.5087 -0.072 -0.034 0.078
C 2.9108 -1.9298 0.5163 0.081 0.028 0.004
N 1.8036 -1.3329 0.9110 -0.037 0.009 -0.037
C 1.6186 -1.8043 2.1768 -0.272 -0.021 0.232
N 2.5344 -2.6427 2.5792 0.194 0.064 -0.159
C 0.4649 -1.3208 2.9381 0.221 -0.109 -0.081
C 0.2357 -1.5874 4.2777 -0.064 -0.022 0.093
N -0.8071 -1.0693 4.9161 0.033 -0.016 -0.070
C -1.6109 -0.2786 4.2148 -0.008 -0.002 0.019
C -1.3913 0.0006 2.8720 0.009 -0.065 0.074
N -0.3540 -0.5331 2.2332 -0.130 0.063 0.137
H 4.1720 -3.2906 1.5332 0.005 -0.019 0.006
H 3.4109 -1.8199 -0.4317 -0.031 0.000 -0.001
H 0.9133 -2.2273 4.8297 -0.023 0.007 0.031
H -2.4596 0.1555 4.7281 0.011 -0.015 0.025
H -2.0473 0.6495 2.3115 -0.008 0.017 -0.009
N -0.6063 -1.8366 -0.1731 -0.156 -0.501 -0.152
C -0.8931 -3.1291 -0.2607 0.019 0.329 0.111
C -1.5752 -3.7902 0.7990 -0.040 -0.072 0.090
C -1.8691 -5.1322 0.7124 0.029 0.052 -0.028
C -1.5065 -5.8561 -0.4245 -0.011 -0.033 -0.001
C -0.8479 -5.2264 -1.4821 -0.002 0.037 0.025
C -0.5433 -3.8859 -1.4117 -0.003 -0.078 -0.089
H -1.8558 -3.2147 1.6735 -0.002 -0.006 -0.013
H -2.3868 -5.6262 1.5239 0.009 0.002 -0.006
H -1.7448 -6.9089 -0.4899 0.003 0.006 -0.001
H -0.5831 -5.7935 -2.3644 -0.002 -0.004 0.004
H -0.0577 -3.3825 -2.2376 0.001 0.002 0.007
```
Forces are in eV/Å.

Summary:
- relative energy (zero: lowest compared OMol25 entry of this formula, charge and spin) (kJ/mol) = 141.4
- expectation value of S² = 3.8234
- gap between HOMO and LUMO (spin up / spin down) (eV) = 7.12 / 7.70
- highest occupied orbital energy (spin up / spin down) (eV) = -12.6 / -13.6
- net charge = +2
- 2S+1 = 4
- electronic energy (a.u.) = -3078.547812

Charges in e, computed with Löwdin, in the same order as the atoms: atom 1 (Mn): 0.582, atom 2 (C): 0.004, atom 3 (N): -0.104, atom 4 (C): -0.015, atom 5 (C): -0.090, atom 6 (N): -0.007, atom 7 (C): -0.427, atom 8 (P): 1.203, atom 9 (C): -0.427, atom 10 (N): -0.026, atom 11 (C): -0.089, atom 12 (C): -0.009, atom 13 (N): -0.101, atom 14 (C): 0.005, atom 15 (C): -0.437, atom 16 (N): -0.002, atom 17 (C): -0.081, atom 18 (C): -0.016, atom 19 (N): -0.106, atom 20 (C): 0.004, atom 21 (H): 0.101, atom 22 (H): 0.098, atom 23 (H): 0.092, atom 24 (H): 0.137, atom 25 (H): 0.102, atom 26 (H): 0.119, atom 27 (H): 0.138, atom 28 (H): 0.101, atom 29 (H): 0.093, atom 30 (H): 0.098, atom 31 (H): 0.112, atom 32 (H): 0.138, atom 33 (H): 0.102, atom 34 (H): 0.086, atom 35 (H): 0.101, atom 36 (N): 0.071, atom 37 (C): -0.078, atom 38 (N): 0.069, atom 39 (C): -0.297, atom 40 (N): 0.177, atom 41 (C): -0.182, atom 42 (C): -0.024, atom 43 (N): 0.130, atom 44 (C): -0.065, atom 45 (C): -0.057, atom 46 (N): 0.041, atom 47 (H): 0.179, atom 48 (H): 0.142, atom 49 (H): 0.135, atom 50 (H): 0.126, atom 51 (H): 0.109, atom 52 (N): 0.078, atom 53 (C): -0.362, atom 54 (C): -0.022, atom 55 (C): -0.063, atom 56 (C): -0.048, atom 57 (C): -0.064, atom 58 (C): -0.020, atom 59 (H): 0.104, atom 60 (H): 0.115, atom 61 (H): 0.116, atom 62 (H): 0.115, atom 63 (H): 0.098